No. 1
A molecular structure, C16H26Cl2O2Zr at a distorted geometry. Source: OMol25; level of theory: ωB97M-V/def2-TZVPD.

XYZ file:
```
47
Properties=species:S:1:pos:R:3:forces:R:3:lowdin_charge:R:1
C 0.304 -1.188 -2.583 -2.801 1.284 0.217 -0.28
C 1.121 -0.082 -2.715 -1.123 1.919 0.044 -0.32
C 0.300 1.131 -2.760 -0.518 -2.735 0.606 -0.27
C 2.591 -0.127 -2.822 0.447 1.707 -0.563 -0.11
C -1.069 0.687 -2.628 1.749 -0.392 -0.095 -0.29
C -1.107 -0.717 -2.511 2.711 0.377 -0.329 -0.23
C -2.286 -1.564 -2.314 0.108 -0.666 0.268 -0.14
C 0.740 -2.593 -2.564 -0.016 -0.120 0.127 -0.11
C 0.783 2.510 -2.931 -0.132 -0.371 -0.110 -0.12
C -2.253 1.573 -2.646 -0.111 -0.286 -0.079 -0.11
Zr 1.091 1.040 1.235 -2.551 -1.777 -2.829 0.91
Cl 3.035 2.149 1.555 1.816 1.313 0.285 -0.07
Cl 1.710 -1.188 0.661 -0.019 0.474 0.137 -0.01
O -0.295 1.951 0.193 0.531 0.131 1.527 -0.43
H 2.919 -1.132 -2.832 0.589 -1.130 0.013 0.03
H 3.117 0.400 -1.999 -0.058 -0.155 -0.219 0.05
H 2.938 0.355 -3.776 0.007 -0.282 0.529 0.07
H 1.615 2.712 -2.272 0.482 0.394 0.266 0.05
H -0.018 3.206 -2.721 -0.169 0.452 0.074 0.05
H 1.111 2.656 -3.955 0.302 0.497 -0.508 0.05
H -2.063 2.504 -2.121 -0.061 0.471 0.178 0.04
H -3.089 1.061 -2.173 -0.218 0.137 0.054 0.05
H -2.543 1.814 -3.671 -0.269 0.270 -0.176 0.06
H -3.148 -0.924 -2.176 -0.574 0.067 0.103 0.02
H -2.131 -2.229 -1.292 -0.274 0.745 -1.158 -0.01
H -2.464 -2.153 -3.216 -0.227 -0.421 -0.229 0.04
H 1.701 -2.658 -2.064 0.320 -0.346 0.178 0.03
H 0.866 -2.962 -3.581 0.054 -0.457 -0.300 0.06
H 0.025 -3.215 -2.032 -0.102 -0.153 0.052 0.06
H -1.204 2.274 0.136 0.436 -0.416 -0.286 0.02
O -2.044 -2.673 0.033 2.052 -0.562 2.374 -0.54
H -1.131 -2.602 0.486 -2.057 -0.126 -1.120 -0.10
C -1.023 0.914 6.385 -0.070 0.152 0.074 -0.07
C 0.257 0.196 5.947 0.082 -0.010 -0.837 -0.63
C 1.489 0.845 6.594 0.233 0.128 -0.252 -0.07
C 0.218 -1.253 6.447 -0.049 0.010 0.331 -0.07
C 0.366 0.303 4.436 0.239 0.283 -0.529 -0.11
C 0.487 0.515 3.223 -0.507 -0.294 2.934 -0.22
H -1.120 0.896 7.476 0.071 -0.041 -0.041 0.07
H -1.900 0.424 5.959 0.041 0.074 -0.047 0.09
H -1.011 1.960 6.063 -0.027 -0.132 -0.026 0.08
H 1.404 0.815 7.682 -0.089 -0.013 0.051 0.07
H 2.392 0.288 6.313 -0.164 0.212 -0.004 0.09
H 1.607 1.888 6.285 -0.005 -0.124 -0.024 0.08
H -0.629 -1.807 6.051 -0.018 -0.048 -0.158 0.08
H 1.145 -1.775 6.205 -0.066 -0.051 -0.141 0.08
H 0.128 -1.240 7.550 0.008 0.011 -0.364 0.08
```
Forces are in eV/Å.

Results
E_HOMO (spin up / spin down)   1.6196 / 1.5506 eV
Calculated total energy   -47433.3483 eV
Frontier orbital gap (spin up / spin down)   2.5 / 2.5 eV
Energy relative to the best compared isomer or geometry (same formula, charge and spin)   0.126 eV
Charge   -2

=====

No. 2
A single C16H26N2O4 molecule. Source: OMol25; level of theory: ωB97M-V/def2-TZVPD.

XYZ file:
```
48
Properties=species:S:1:pos:R:3:forces:R:3:lowdin_charge:R:1
C 2.784 2.379 -2.575 -0.031 -0.185 0.406 -0.07
C 2.269 1.395 -1.528 -0.090 0.016 -0.300 -0.27
O 2.608 1.754 -0.201 -0.121 0.174 0.138 -0.19
C 3.950 1.525 0.189 0.365 -0.154 0.006 -0.21
C 4.285 0.058 0.487 -0.415 0.240 0.141 -0.15
C 3.466 -0.504 1.653 0.326 -0.137 -0.091 -0.17
N 2.058 -0.527 1.345 -0.023 0.214 0.041 0.07
C 1.405 -1.675 1.039 -0.089 0.208 0.107 -0.43
O 1.919 -2.775 1.171 0.131 -0.282 -0.018 0.05
C 0.033 -1.478 0.530 -0.372 -0.229 -0.262 -0.04
C -0.864 -0.412 0.763 -0.377 -0.080 -0.242 -0.13
C -0.661 0.724 1.706 -0.122 0.079 0.155 -0.03
C -2.009 -0.678 0.012 0.502 0.271 0.386 -0.08
C -3.227 0.100 -0.117 -0.404 0.079 -0.145 -0.41
O -4.248 -0.259 -0.673 0.081 0.139 0.134 0.08
O -3.112 1.322 0.443 0.324 -0.223 0.007 -0.03
C -4.266 2.155 0.401 -0.586 0.176 -0.067 -0.22
C -5.234 1.830 1.532 0.335 -0.066 -0.242 -0.06
N -1.816 -1.879 -0.646 0.246 0.070 0.231 -0.03
C -2.724 -2.539 -1.545 -0.401 -0.289 -0.432 0.00
C -0.600 -2.367 -0.336 0.272 0.083 0.179 -0.20
C -0.095 -3.643 -0.896 0.034 -0.049 -0.049 0.00
H 2.472 3.388 -2.320 -0.034 0.099 -0.015 0.08
H 3.870 2.355 -2.640 0.089 0.029 -0.067 0.06
H 2.377 2.118 -3.548 -0.019 -0.019 -0.138 0.08
H 1.175 1.388 -1.538 0.099 -0.102 -0.053 0.12
H 2.620 0.381 -1.759 -0.086 0.031 0.044 0.12
H 4.073 2.118 1.101 0.106 -0.021 -0.078 0.13
H 4.642 1.912 -0.568 -0.044 0.048 0.068 0.11
H 5.347 -0.003 0.730 0.075 0.004 -0.035 0.12
H 4.107 -0.555 -0.399 0.083 -0.059 -0.021 0.11
H 3.766 -1.534 1.863 -0.031 0.185 0.067 0.12
H 3.628 0.108 2.547 0.058 -0.081 -0.011 0.12
H 1.679 0.353 1.030 -0.059 -0.160 -0.047 0.10
H -0.238 1.588 1.192 0.060 0.126 0.043 0.09
H 0.008 0.430 2.511 0.030 0.054 0.015 0.08
H -1.612 1.033 2.130 0.097 0.057 0.048 0.08
H -4.764 2.027 -0.566 0.128 0.115 0.148 0.12
H -3.882 3.173 0.491 -0.029 -0.127 -0.049 0.12
H -6.072 2.521 1.504 -0.109 0.076 0.027 0.08
H -4.733 1.916 2.493 0.001 0.035 0.101 0.08
H -5.608 0.816 1.417 -0.066 -0.043 0.015 0.08
H -3.644 -1.964 -1.613 0.159 -0.135 -0.009 0.08
H -2.275 -2.629 -2.536 -0.014 -0.019 0.036 0.10
H -2.954 -3.540 -1.174 0.010 0.027 -0.029 0.10
H -0.770 -4.463 -0.651 -0.024 -0.102 -0.023 0.09
H -0.011 -3.588 -1.982 -0.020 -0.047 -0.084 0.09
H 0.879 -3.855 -0.465 -0.042 -0.029 -0.037 0.07
```
Forces are in eV/Å.

Results
SMILES   CCOCCCNC(=O)c1c(C)c(C(=O)OCC)n(C)c1C
E_HOMO   -8.2546 eV
Calculated total energy   -28185.0421 eV
Frontier orbital gap   9.0 eV
Energy relative to the best compared isomer or geometry (same formula, charge and spin)   0.440 eV

=====

No. 3
A molecular structure, C16H26N2OS at a distorted geometry. Source: OMol25; level of theory: ωB97M-V/def2-TZVPD.

XYZ file:
```
46
Properties=species:S:1:pos:R:3:forces:R:3:lowdin_charge:R:1
C -7.354 -2.023 0.584 0.007 1.277 -6.051 -0.10
C -7.489 -0.733 -0.264 -4.274 1.744 3.370 -0.26
C -6.187 0.072 -0.690 -5.710 -1.676 -0.584 -0.30
C -5.506 0.458 0.510 -3.199 -2.488 3.884 -0.76
H -5.129 -0.501 0.985 -0.674 0.894 0.179 0.10
H -6.244 1.033 1.219 1.449 -1.156 -0.974 0.14
S -4.256 1.433 0.229 5.775 4.478 -1.753 0.88
C -3.073 0.340 -0.821 0.973 -0.358 10.423 -0.36
C -1.681 0.869 -0.855 1.173 1.631 -0.016 -0.25
H -0.979 0.105 -1.354 -1.052 1.602 0.170 0.15
H -1.683 2.014 -1.244 0.192 -2.765 -0.168 0.16
C -1.118 1.082 0.534 7.021 -8.300 -3.948 -0.19
N 0.343 1.355 0.485 -8.584 12.435 -0.651 0.07
C 1.427 0.798 0.488 -1.570 -13.057 -1.000 -0.69
O 1.309 -0.512 0.410 1.154 1.619 0.897 -0.05
N 2.502 1.376 0.369 8.759 -1.539 0.035 0.17
C 3.912 0.755 0.173 -4.704 10.463 1.173 -0.15
C 4.144 -0.492 0.231 8.474 0.650 -1.882 0.04
C 5.593 -0.772 -0.046 -9.859 -9.664 3.278 -0.17
C 6.493 0.093 -0.033 7.438 3.165 -4.492 -0.36
C 6.163 1.393 -0.270 -3.854 5.962 4.022 -0.03
C 4.789 1.932 0.109 5.096 -5.225 -2.832 0.06
H 4.682 3.010 -0.015 -0.836 -0.548 0.325 0.10
H 6.936 2.174 -0.134 -0.172 -0.526 -0.965 0.11
C 7.942 -0.236 -0.537 -0.042 -1.855 7.166 0.01
H 8.138 -1.035 -1.172 -0.138 -0.660 -2.031 0.01
H 8.270 -1.155 0.580 -0.223 2.786 -2.696 0.18
H 8.646 0.607 -0.448 -0.337 -0.652 -0.357 0.06
C 5.701 -2.384 0.168 3.085 3.602 -6.100 0.01
H 6.292 -2.708 -0.797 -0.941 0.284 1.350 0.11
H 6.471 -2.471 0.826 1.397 -1.155 2.850 0.02
H 4.833 -2.941 0.065 -1.658 -0.675 0.931 0.05
H 3.414 -1.110 0.301 -4.277 -4.395 0.527 0.05
H 2.486 2.288 0.206 0.197 4.648 -0.633 0.08
H 0.360 2.435 0.318 0.683 -2.247 0.498 0.20
H -0.890 0.204 1.141 -1.800 -1.270 -0.259 0.14
H -1.615 1.638 1.082 -4.121 6.102 4.995 0.01
H -3.107 -0.562 0.178 0.282 1.672 -3.916 0.18
H -3.443 0.153 -1.685 -2.684 -1.828 -5.454 -0.01
H -6.703 0.962 -1.208 1.888 -1.426 -0.232 0.15
H -5.647 -0.786 -1.081 0.514 0.822 -1.669 0.11
H -8.348 -0.869 -0.929 1.212 -0.584 -1.473 0.08
H -8.343 -0.091 0.381 2.787 -0.329 -0.697 0.14
H -6.982 -1.976 1.487 2.677 0.502 4.354 0.02
H -6.870 -2.628 -0.147 1.636 -1.131 0.167 0.07
H -8.193 -2.595 0.670 -3.163 -0.830 0.238 0.04
```
Forces are in eV/Å.

Results
E_HOMO   -8.3461 eV
Calculated total energy   -32863.8580 eV
Frontier orbital gap   9.0 eV
Energy relative to the best compared isomer or geometry (same formula, charge and spin)   14.611 eV

=====

No. 4
A molecular structure, C16H26N5OSe2V at a distorted geometry. Source: OMol25; level of theory: ωB97M-V/def2-TZVPD.

XYZ file:
```
51
Properties=species:S:1:pos:R:3:forces:R:3:mulliken_spin:R:1
V -0.696 -0.504 -0.754 1.521 -0.435 -0.114 1.02
C -3.773 -0.190 -2.664 -0.005 0.086 -0.018 0.00
Se -2.113 -1.189 -2.708 -0.253 -0.758 -0.206 -0.01
C -2.795 -2.883 -1.962 -0.173 0.119 -0.078 -0.02
C -3.145 -2.782 -0.496 0.077 -0.083 0.226 0.01
Se -1.533 -2.360 0.570 -0.686 -0.811 -0.287 -0.02
C -2.441 -1.663 2.137 0.030 0.063 0.013 0.00
H -4.514 -0.715 -3.261 0.026 -0.022 -0.017 0.00
H -3.573 0.784 -3.104 0.025 -0.008 -0.002 0.00
H -4.105 -0.058 -1.640 -0.006 -0.022 0.007 0.00
H -2.007 -3.618 -2.129 0.001 -0.001 -0.085 0.00
H -3.664 -3.174 -2.552 0.002 -0.036 0.016 0.00
H -3.553 -3.722 -0.130 -0.010 -0.007 -0.006 0.00
H -3.863 -1.985 -0.306 -0.004 -0.005 0.028 0.00
H -2.982 -0.758 1.881 -0.007 0.006 -0.037 0.00
H -1.678 -1.443 2.879 -0.002 -0.012 0.002 0.00
H -3.117 -2.423 2.518 0.038 -0.037 0.012 0.00
N 0.944 -1.717 -1.622 0.160 0.335 -0.151 -0.01
C 2.150 -0.931 -1.524 0.415 0.069 -0.226 0.01
C 3.279 -1.420 -0.887 -0.153 -0.032 0.077 0.01
C 4.411 -0.624 -0.785 -0.001 -0.024 0.015 0.00
C 4.421 0.655 -1.321 0.012 -0.029 0.053 0.00
C 3.286 1.142 -1.954 0.069 0.084 -0.048 -0.01
C 2.154 0.350 -2.064 -0.122 -0.178 -0.011 -0.04
H 1.078 -2.630 -1.203 -0.051 -0.062 0.035 0.00
H 0.705 -1.857 -2.601 0.045 -0.115 -0.032 0.00
H 3.277 -2.421 -0.470 0.006 0.000 -0.018 0.00
H 5.293 -1.018 -0.296 0.005 0.018 -0.012 0.00
H 5.317 1.258 -1.260 -0.033 0.042 0.020 0.00
H 3.289 2.141 -2.371 -0.018 -0.031 -0.048 0.00
H 1.274 0.712 -2.593 0.025 0.032 0.016 0.01
C 2.203 2.507 2.693 0.067 0.192 0.014 0.00
N 1.762 1.216 2.174 -0.188 -0.120 -0.068 0.00
C 2.087 -0.014 2.891 -0.025 -0.124 -0.009 0.00
C 1.003 1.117 1.089 0.385 0.122 0.194 0.00
C 0.706 2.377 0.323 -0.145 -0.167 0.055 0.01
O 0.580 -0.019 0.747 0.307 0.356 0.179 0.01
H 2.605 2.372 3.692 -0.016 -0.068 0.002 0.00
H 1.372 3.207 2.760 0.003 -0.024 -0.003 0.00
H 2.983 2.947 2.069 0.004 -0.049 -0.007 0.00
H 2.738 0.213 3.728 0.006 0.063 -0.009 0.00
H 2.587 -0.715 2.224 0.005 0.024 0.009 0.00
H 1.178 -0.491 3.260 0.026 0.020 0.025 0.00
H 1.597 2.992 0.214 0.000 -0.023 -0.010 0.00
H -0.048 2.964 0.853 -0.008 0.029 0.007 0.00
H 0.316 2.133 -0.660 -0.034 0.010 -0.024 -0.01
N -2.039 0.653 -0.180 -1.390 1.630 0.588 -0.06
C -2.713 1.485 0.332 0.263 0.338 0.059 0.06
N -3.504 2.294 0.834 -0.598 -0.531 -0.225 0.02
C -3.395 3.412 1.511 0.406 0.269 0.178 0.00
N -3.342 4.391 2.122 -0.005 -0.090 -0.077 0.01
```
Forces are in eV/Å.

Results
⟨S²⟩   0.764
E_HOMO (spin up / spin down)   -10.4689 / -9.8484 eV
Calculated total energy   -182886.3090 eV
Frontier orbital gap (spin up / spin down)   7.9 / 7.5 eV
Energy relative to the best compared isomer or geometry (same formula, charge and spin)   0.529 eV
2S+1   2
Charge   +1

=====

Q: Number 3 is which compound?
A: C16H26N2OS

=====

Q: Which of these has the highest energy relative to the best compared isomer or geometry (same formula, charge and spin)?
A: C16H26N2OS

=====

Q: Look up the calculated total energy of the fourth one.
A: -182886.3090 eV